DFT (ωB97M-V/def2-TZVPD) results for C5H8GaO3 as an isolated structure in a non-equilibrium geometry.

The calculation puts the highest occupied orbital energy (spin up / spin down) at -24.21 / -23.09 eV.

```
! RIJCOSX wB97M-V def2-TZVPD def2/J DEFGRID3
* xyz 3 1
O 2.704 -1.158 0.178
C -1.702 -0.335 -0.351
C 1.453 -1.392 -0.341
O -2.805 -0.419 -0.744
O -0.946 -1.183 0.210
C 0.427 -1.008 0.718
Ga 3.784 -0.029 0.077
H 1.311 -2.458 -0.594
H 1.256 -0.819 -1.268
H 0.546 0.026 1.062
H 0.468 -1.673 1.585
C -1.293 1.978 0.506
C -0.927 1.347 -0.671
H -0.592 2.099 1.337
H -2.330 2.274 0.685
H 0.137 1.142 -0.820
H -1.490 1.609 -1.570
*
```


DFT (ωB97M-V/def2-TZVPD) results for a 2-piece molecular cluster, C27H35N4O2 overall in a non-equilibrium geometry.

The calculation puts the highest occupied orbital energy at -11.25 eV. For the energy relative to the best compared isomer or geometry (same formula, charge and spin), the calculation gives 0.0 kcal per mole.

```
! RIJCOSX wB97M-V def2-TZVPD def2/J DEFGRID3
* xyz 1 1
C -0.296 -2.867 4.607
N 0.193 -2.005 3.557
C 1.529 -1.786 3.362
O 2.431 -2.216 4.078
C 1.669 -0.922 2.109
C 2.608 -1.569 1.086
C 4.044 -1.686 1.572
C 4.712 -2.915 1.535
C 6.008 -3.031 2.046
C 6.656 -1.904 2.574
C 5.999 -0.669 2.586
C 4.707 -0.555 2.063
N 0.266 -0.769 1.679
C -0.098 0.011 0.645
C -1.400 0.095 0.163
C -1.877 1.068 -0.717
C -3.217 1.073 -1.243
C -3.571 1.972 -2.285
C -4.868 2.042 -2.772
C -5.886 1.282 -2.172
C -7.252 1.480 -2.557
N -8.371 1.649 -2.859
C -5.559 0.355 -1.175
C -4.241 0.203 -0.764
C -0.684 -1.517 2.505
C -1.281 -2.709 1.737
C -1.792 -0.658 3.141
H 0.549 -3.198 5.218
H -1.016 -2.325 5.233
H -0.803 -3.742 4.178
H 2.079 0.063 2.402
H 2.223 -2.573 0.845
H 2.575 -0.977 0.157
H 4.191 -3.789 1.132
H 6.511 -4.000 2.038
H 7.671 -1.989 2.969
H 6.486 0.214 3.007
H 4.192 0.408 2.052
H 0.696 0.615 0.195
H -2.133 -0.622 0.525
H -1.271 1.966 -0.849
H -2.793 2.620 -2.696
H -5.109 2.705 -3.604
H -6.348 -0.247 -0.723
H -4.016 -0.579 -0.035
H -0.477 -3.411 1.468
H -2.014 -3.219 2.375
H -1.778 -2.394 0.818
H -1.353 -0.011 3.912
H -2.304 -0.033 2.409
H -2.531 -1.319 3.611
C -0.649 3.116 -5.533
C 0.515 2.618 -4.686
C 0.229 2.525 -3.189
C 1.516 2.641 -2.377
O 1.167 2.436 -1.015
N -0.483 1.317 -2.781
H -0.277 3.399 -6.523
H -1.419 2.349 -5.676
H -1.117 3.993 -5.070
H 0.838 1.626 -5.027
H 1.376 3.289 -4.797
H -0.440 3.352 -2.904
H 2.222 1.863 -2.717
H 1.936 3.652 -2.510
H 1.924 2.680 -0.457
H -1.105 0.937 -3.488
H 0.114 0.592 -2.385
*
```


DFT (ωB97M-V/def2-TZVPD) results for C5H11N2 as an isolated structure in a non-equilibrium geometry.

The calculation puts the highest occupied orbital energy at -11.82 eV. For the energy relative to the best compared isomer or geometry (same formula, charge and spin), the calculation gives 147.3 kcal per mole.

```
! RIJCOSX wB97M-V def2-TZVPD def2/J DEFGRID3
* xyz 1 1
C -2.702 -0.209 -0.612
C -1.557 0.168 -0.586
C 1.604 1.993 0.430
C 0.355 -1.803 -1.106
C -0.217 0.382 -0.136
N 0.463 1.542 -0.068
N 0.630 -0.788 -0.071
H -3.715 -0.272 -1.024
H 2.274 1.106 0.739
H -0.616 -0.137 3.283
H 1.898 3.015 0.046
H -0.745 -1.975 -1.069
H 0.462 -1.462 -2.170
H 0.820 -2.656 -0.920
H -0.603 0.403 2.655
H -0.194 2.294 -0.226
H 0.263 -1.190 0.857
H 1.579 -0.413 -0.021
*
```


DFT (ωB97M-V/def2-TZVPD) results for C14H27AuBrF6NO4S2Si as an isolated structure in a non-equilibrium geometry.

The calculation puts the highest occupied orbital energy at -10.15 eV. For the energy relative to the best compared isomer or geometry (same formula, charge and spin), the calculation gives 25.5 kcal per mole.

```
! RIJCOSX wB97M-V def2-TZVPD def2/J DEFGRID3
* xyz 0 1
Au -0.601 0.218 1.083
C -3.910 -3.359 1.258
C -2.923 -4.536 1.319
C -2.493 -4.831 -0.127
C -3.662 -5.765 1.875
Si -1.400 -4.146 2.451
Br -0.304 -2.082 1.097
C 0.130 -5.340 2.342
C -0.181 -6.679 3.032
C 1.372 -4.731 3.011
C 0.500 -5.623 0.876
C -1.747 -3.282 4.150
C -0.470 -2.666 4.742
C -2.296 -4.319 5.146
C -2.778 -2.150 4.014
H -4.651 -3.557 0.482
H -3.406 -2.427 1.003
H -4.448 -3.226 2.193
H -3.382 -4.883 -0.757
H -1.974 -5.782 -0.212
H -1.849 -4.042 -0.516
H -4.521 -5.984 1.239
H -4.027 -5.594 2.889
H -3.021 -6.648 1.893
H -0.402 -6.550 4.092
H 0.694 -7.328 2.948
H -1.024 -7.192 2.569
H 1.282 -4.710 4.095
H 1.561 -3.723 2.644
H 2.241 -5.346 2.768
H -0.219 -6.282 0.397
H 1.471 -6.119 0.844
H 0.574 -4.697 0.305
H 0.231 -3.427 5.075
H -0.736 -2.061 5.611
H 0.033 -2.021 4.022
H -1.584 -5.127 5.321
H -3.229 -4.762 4.796
H -2.494 -3.829 6.101
H -2.531 -1.466 3.201
H -2.796 -1.571 4.940
H -3.781 -2.534 3.854
F -0.176 4.337 -0.887
C -1.316 3.796 -1.323
F -2.242 4.744 -1.341
F -1.117 3.346 -2.552
S -1.835 2.401 -0.175
O -1.850 1.205 -0.976
O -0.775 2.385 0.846
N -3.201 2.782 0.468
S -4.452 2.329 -0.439
O -5.682 2.779 0.113
O -4.189 2.512 -1.831
C -4.510 0.452 -0.121
F -4.137 -0.309 -1.141
F -3.738 0.125 0.939
F -5.759 0.104 0.204
*
```


DFT (ωB97M-V/def2-TZVPD) results for one molecule with the formula C23H21N3O3 in a non-equilibrium geometry.

The calculation puts the highest occupied orbital energy at -7.20 eV. For the energy relative to the best compared isomer or geometry (same formula, charge and spin), the calculation gives 142.5 kcal per mole.

```
! RIJCOSX wB97M-V def2-TZVPD def2/J DEFGRID3
* xyz 0 1
N -0.819 -0.952 1.260
N 0.091 -0.712 -0.762
O 5.484 -0.658 1.011
O -3.646 -1.281 -4.072
O -5.848 -0.261 -2.367
C -1.841 -1.026 2.032
C -0.903 -0.978 -0.065
C 7.019 2.739 2.936
C 6.267 2.888 1.838
C 7.327 1.445 3.451
C 2.391 -1.338 -0.938
C 1.785 0.295 0.689
C 5.936 1.728 1.045
C 6.749 0.323 2.839
C 3.729 -1.480 -0.461
C 3.125 0.282 1.205
C -2.366 -1.188 -2.142
C -4.568 -0.706 -0.467
C 1.350 -0.593 -0.332
C 6.091 0.451 1.572
C 4.148 -0.562 0.574
C -3.574 -1.053 -2.705
C -4.621 -0.645 -1.881
C -2.231 -1.005 -0.772
C -3.331 -0.907 0.108
N -3.160 -1.020 1.497
C -4.400 -0.306 -4.872
C -6.050 1.081 -2.260
C -4.270 -0.853 2.440
H -1.673 -1.006 3.073
H 7.409 3.630 3.344
H 5.907 3.872 1.491
H 7.943 1.378 4.334
H 2.089 -2.041 -1.775
H 1.038 0.774 1.287
H 5.574 1.935 0.111
H 6.877 -0.695 3.163
H 4.404 -2.180 -0.804
H 3.346 0.920 2.002
H -1.532 -1.323 -2.798
H -5.439 -0.639 0.048
H -4.155 0.707 -4.614
H -4.183 -0.549 -5.892
H -5.482 -0.406 -4.662
H -5.128 1.539 -2.556
H -6.620 1.419 -3.062
H -6.428 1.516 -1.339
H -4.041 -1.066 3.438
H -5.043 -1.611 2.379
H -4.730 0.118 2.434
*
```


DFT (ωB97M-V/def2-TZVPD) results for C36H39F3I3N7O19P3S3 as an isolated structure in a non-equilibrium geometry.

The calculation puts the highest occupied orbital energy at -11.18 eV.

```
! RIJCOSX wB97M-V def2-TZVPD def2/J DEFGRID3
* xyz 1 1
C 3.842 3.889 0.841
C 3.106 2.597 1.403
I 1.330 3.130 2.590
C 3.047 1.308 0.531
I 5.163 1.231 -0.166
C 1.956 1.024 -0.557
S 2.731 0.134 -2.025
O 1.723 -0.265 -2.987
O 3.376 -1.076 -1.602
F 3.640 1.099 -2.918
C 1.070 2.265 -1.067
C 1.773 3.525 -1.641
O 2.482 3.598 -2.590
N 1.490 4.753 -0.943
C 2.236 5.856 -1.402
O 2.947 6.425 -0.671
F 2.120 6.361 -2.636
C -0.395 1.823 -1.668
P -1.398 3.426 -1.509
S -1.075 4.829 -2.787
P -0.580 1.509 -3.559
N -2.124 2.083 -4.116
O 0.513 2.462 -4.410
C -0.647 0.621 -0.626
C -1.420 0.866 0.711
C -2.704 1.715 0.786
O -3.635 1.731 0.084
I -2.879 3.037 2.535
C -1.190 -0.677 -1.390
P -3.018 -0.863 -1.579
O -3.193 -2.131 -2.320
O -3.790 0.279 -2.430
O -3.743 -1.153 -0.117
N 0.762 0.119 -0.195
S 0.945 -0.931 1.240
O 2.087 -1.737 0.981
O 1.083 -0.200 2.449
F -0.210 -1.977 1.469
H 4.835 4.041 1.314
H 3.230 4.751 1.183
H 3.969 3.937 -0.250
H 3.795 2.335 2.243
H 3.199 0.467 1.244
H 0.673 2.657 -0.086
H 1.482 4.636 0.068
H -2.746 3.020 -1.742
H -1.234 3.882 -0.159
H -1.939 2.839 -4.783
H -2.515 1.326 -4.679
H 1.320 1.910 -4.389
H -0.708 1.345 1.427
H -1.794 -0.117 1.106
H -0.632 -0.863 -2.341
H -0.969 -1.628 -0.824
H -4.010 -0.145 -3.281
H -4.583 -0.651 -0.121
H 0.894 -0.665 -0.883
C 4.614 -3.879 -0.069
C 5.975 -4.141 0.020
C 6.551 -5.105 -0.795
C 5.754 -5.794 -1.696
C 4.394 -5.545 -1.787
C 3.823 -4.582 -0.968
N 6.365 -6.797 -2.578
O 7.557 -7.003 -2.458
O 5.642 -7.360 -3.379
H 4.167 -3.122 0.564
H 6.589 -3.592 0.723
H 7.612 -5.304 -0.720
H 3.772 -6.087 -2.488
H 2.762 -4.377 -1.032
C -3.148 -7.723 1.509
C -1.785 -7.671 1.782
C -1.025 -6.610 1.319
C -1.644 -5.605 0.587
C -3.000 -5.651 0.303
C -3.752 -6.716 0.767
N -0.857 -4.468 0.116
O 0.337 -4.452 0.359
O -1.447 -3.589 -0.495
H -3.741 -8.551 1.879
H -1.317 -8.459 2.359
H 0.035 -6.576 1.535
H -3.479 -4.868 -0.272
H -4.812 -6.761 0.556
C -2.425 -6.011 7.455
C -3.262 -4.926 7.679
C -3.908 -4.315 6.614
C -3.709 -4.803 5.331
C -2.869 -5.881 5.095
C -2.225 -6.485 6.164
N -4.409 -4.176 4.205
O -5.123 -3.221 4.441
O -4.236 -4.652 3.095
H -1.926 -6.490 8.289
H -3.415 -4.558 8.685
H -4.559 -3.471 6.797
H -2.711 -6.259 4.094
H -1.569 -7.330 5.993
C 0.256 10.506 -3.093
C 0.070 9.170 -2.764
C -1.122 8.757 -2.186
C -2.119 9.689 -1.948
C -1.942 11.027 -2.266
C -0.747 11.434 -2.841
N -3.389 9.247 -1.360
O -3.501 8.067 -1.075
O -4.256 10.082 -1.192
H 1.185 10.826 -3.549
H 0.853 8.449 -2.960
H -1.258 7.714 -1.933
H -2.719 11.755 -2.076
H -0.598 12.476 -3.096
*
```


DFT (ωB97M-V/def2-TZVPD) results for C21H21N4PdS3 as an isolated structure in a non-equilibrium geometry.

The calculation puts the highest occupied orbital energy (spin up / spin down) at -10.29 / -10.30 eV. For the energy relative to the best compared isomer or geometry (same formula, charge and spin), the calculation gives 5.1 kcal per mole.

```
! RIJCOSX wB97M-V def2-TZVPD def2/J DEFGRID3
* xyz 1 1
Pd 0.624 -0.709 0.275
C 0.451 -4.284 -0.821
C 0.171 -3.261 -1.871
N 0.299 -1.978 -1.692
C -0.030 -1.257 -2.820
C -0.412 -2.008 -3.878
S -0.360 -3.662 -3.458
C 0.129 0.204 -2.736
C -0.074 1.126 -3.709
S 0.299 2.684 -3.125
C 0.713 2.029 -1.598
N 0.574 0.736 -1.537
C 1.223 2.862 -0.467
H 0.807 -3.777 0.069
H 1.206 -4.994 -1.159
H -0.450 -4.845 -0.570
H -0.709 -1.689 -4.866
H -0.418 0.971 -4.720
H 1.206 3.924 -0.707
H 2.248 2.572 -0.235
H 0.621 2.686 0.426
C 2.348 -0.476 1.037
C 2.891 0.155 2.187
C 2.140 0.979 3.048
C 2.734 1.550 4.154
C 4.082 1.305 4.410
C 4.840 0.499 3.568
C 4.252 -0.068 2.457
H 1.096 1.128 2.823
H 2.159 2.173 4.825
H 4.548 1.752 5.280
H 5.884 0.317 3.781
H 4.820 -0.697 1.781
C -3.074 2.729 0.456
C -2.815 1.267 0.291
C -3.486 0.452 -0.567
C -3.159 -0.925 -0.574
N -2.231 -1.439 0.190
C -1.512 -0.624 1.014
S -0.464 -1.222 2.249
N -1.829 0.735 1.028
C -3.909 -1.884 -1.441
H -3.933 3.038 -0.133
H -2.204 3.304 0.134
H -3.267 2.969 1.504
H -4.275 0.844 -1.191
H -1.494 1.243 1.835
H -4.665 -1.388 -2.046
H -4.386 -2.635 -0.810
H -3.210 -2.412 -2.093
*
```


DFT (ωB97M-V/def2-TZVPD) results for C28H29BrN6O4RuS as an isolated structure.

The calculation puts the highest occupied orbital energy at -0.95 eV. For the energy relative to the best compared isomer or geometry (same formula, charge and spin), the calculation gives 18.0 kcal per mole.

```
! RIJCOSX wB97M-V def2-TZVPD def2/J DEFGRID3
* xyz -2 1
Ru -0.200 0.028 0.106
O -3.301 2.390 -1.649
C -2.792 3.566 -1.796
C -3.516 4.649 -2.361
C -2.946 5.898 -2.526
C -1.628 6.152 -2.154
C -0.895 5.105 -1.599
C -1.445 3.852 -1.406
C -0.651 2.761 -0.742
O -1.033 1.486 -1.240
N -0.893 2.767 0.688
N -0.053 1.729 1.299
C -0.189 1.801 2.640
C 0.101 0.987 3.659
Br 0.582 -1.516 1.945
C 0.529 0.749 4.882
C 1.820 1.193 5.423
C 2.176 0.883 6.742
C 3.371 1.313 7.295
C 4.263 2.070 6.546
C 3.926 2.382 5.233
C 2.732 1.954 4.681
H -2.046 1.595 -1.403
H -4.540 4.458 -2.661
H -3.542 6.695 -2.963
H -1.184 7.129 -2.295
H 0.140 5.266 -1.306
H 0.423 2.861 -0.967
H -0.574 3.672 1.027
H -0.645 2.728 3.002
H -0.036 0.082 5.536
H 1.488 0.290 7.335
H 3.611 1.053 8.321
H 5.201 2.404 6.972
H 4.610 2.965 4.627
H 2.481 2.198 3.657
O -0.729 -1.551 -1.302
N -0.633 -2.851 -1.058
C -1.811 -3.520 -0.992
C -1.903 -4.853 -0.714
C -0.694 -5.541 -0.473
C 0.484 -4.871 -0.595
C 0.579 -3.489 -0.972
S 2.046 -2.756 -1.310
H -2.662 -2.881 -1.181
H -2.871 -5.331 -0.679
H -0.698 -6.592 -0.208
H 1.433 -5.365 -0.440
N -4.178 -3.178 1.969
C -3.870 -1.861 1.638
C -2.572 -1.526 1.244
N -2.241 -0.281 0.935
C -3.191 0.656 1.064
C -4.466 0.302 1.457
N -4.828 -0.952 1.734
H -3.580 -3.864 1.530
H -5.160 -3.380 1.869
H -1.787 -2.269 1.204
H -2.917 1.674 0.830
H -5.233 1.064 1.532
C 2.961 0.664 0.983
O 2.629 0.781 -0.410
C 1.443 0.380 -0.809
C 1.415 0.492 -2.300
H 2.965 -0.382 1.265
H 2.228 1.199 1.583
H 3.954 1.101 1.082
H 2.389 0.257 -2.729
H 1.151 1.530 -2.546
H 0.652 -0.165 -2.704
*
```


DFT (ωB97M-V/def2-TZVPD) results for a 4-piece molecular cluster, H8O4 overall.

The calculation puts the highest occupied orbital energy at -10.74 eV. For the energy relative to the best compared isomer or geometry (same formula, charge and spin), the calculation gives 18.2 kcal per mole.

```
! RIJCOSX wB97M-V def2-TZVPD def2/J DEFGRID3
* xyz 0 1
O -29.506 -12.433 -4.585
H -29.031 -13.263 -4.696
H -28.851 -11.811 -4.225
O -25.722 -8.630 -5.468
H -25.339 -9.347 -5.989
H -25.129 -7.880 -5.604
O -27.995 -6.880 -5.923
H -27.401 -7.527 -5.508
H -27.856 -6.996 -6.868
O -28.002 -10.075 -3.806
H -27.988 -9.521 -3.018
H -27.261 -9.763 -4.342
*
```


DFT (ωB97M-V/def2-TZVPD) results for a 2-piece molecular cluster, C3H4N2OS overall in a non-equilibrium geometry.

The calculation puts the highest occupied orbital energy at -9.33 eV. For the energy relative to the best compared isomer or geometry (same formula, charge and spin), the calculation gives 100.5 kcal per mole.

```
! RIJCOSX wB97M-V def2-TZVPD def2/J DEFGRID3
* xyz 0 1
C -1.942 -1.379 -0.195
C 1.533 0.700 0.858
C -1.796 -0.196 -0.819
N -2.129 -2.335 0.406
N -1.643 0.867 -1.296
O -1.543 1.929 -1.838
S 1.681 -0.617 -0.444
H 1.204 1.612 0.361
H 2.532 0.772 1.217
H 0.871 0.309 1.539
H 1.233 -1.662 0.212
*
```


DFT (ωB97M-V/def2-TZVPD) results for one molecule with the formula C11H16Si in a non-equilibrium geometry.

The calculation puts the highest occupied orbital energy at -8.48 eV. For the energy relative to the best compared isomer or geometry (same formula, charge and spin), the calculation gives 97.9 kcal per mole.

```
! RIJCOSX wB97M-V def2-TZVPD def2/J DEFGRID3
* xyz 0 1
C 2.947 -0.608 0.457
C 1.951 -1.028 1.213
C -1.980 0.271 -0.124
C -3.186 0.037 0.396
C -1.536 -0.699 -1.222
C -4.463 0.002 0.716
C 2.809 0.605 -0.393
C -0.991 1.298 0.231
C 1.360 1.021 -0.750
C 0.519 -0.504 1.040
C 0.494 0.864 0.514
Si -0.149 -1.668 -0.421
H 3.939 -1.079 0.455
H 2.017 -1.812 1.918
H -1.306 -0.186 -2.168
H -2.390 -1.386 -1.526
H -4.870 -0.459 1.755
H -5.256 0.397 0.119
H 3.419 1.420 -0.033
H 3.082 0.303 -1.414
H -1.121 2.061 -0.610
H -1.218 2.012 1.006
H 1.200 2.012 -1.240
H 1.106 0.209 -1.580
H -0.233 -0.663 1.972
H 0.914 1.653 1.304
H -0.584 -2.922 0.102
H 0.888 -1.776 -1.423
*
```


Q: Which formula does entry 6 have?
A: C36H39F3I3N7O19P3S3


Q: What is the formula in the ninth record?
A: H8O4